# 1
# C58H95N3O9

A cluster of 12 separate species, C58H95N3O9 in total (ωB97M-V/def2-TZVPD, OMol25).

Output
calculated total energy = -84576.4767 eV
LUMO energy = 0.0251 hartree

Cartesian coordinates (Å):
O1 -5.442 -0.512 2.571
O2 -2.042 -4.188 2.149
O3 -0.331 1.374 4.580
O4 2.162 -1.634 4.891
O5 0.308 6.808 2.300
O6 -4.205 -4.451 -0.714
O7 2.296 1.601 2.208
O8 -0.950 0.569 0.773
O9 -0.776 5.106 -1.272
N1 -2.945 -2.236 0.338
N2 0.160 -0.806 3.108
N3 0.618 3.716 1.460
C1 0.940 -4.421 -0.294
C2 3.428 2.695 -2.767
C3 -1.147 2.629 -4.697
C4 2.244 1.946 -2.756
C5 -2.956 -4.794 3.044
C6 -4.254 -1.041 1.991
C7 -4.631 2.417 0.160
C8 -5.167 -0.012 3.880
C9 5.524 -3.898 0.356
C10 1.001 2.302 -5.697
C11 6.842 -3.501 0.434
C12 4.222 2.524 1.114
C13 -5.191 0.882 -1.590
C14 -4.458 -5.808 -0.541
C15 -2.775 -2.583 -5.554
C16 7.063 -2.149 0.585
C17 -4.367 -1.878 0.743
C18 -0.887 -0.835 4.055
C19 3.570 -1.556 4.838
C20 -5.379 1.349 -0.310
C21 -0.486 -2.964 -5.196
C22 0.028 6.136 -1.876
C23 -0.196 0.262 -0.388
C24 -2.872 -4.133 -1.148
C25 1.921 -5.435 -2.708
C26 1.221 -5.797 -0.391
C27 1.668 -6.290 -1.661
C28 -4.264 1.521 -2.418
C29 -3.653 3.037 -0.614
C30 3.707 1.498 2.039
C31 -0.263 1.825 -5.319
C32 3.503 0.105 -2.045
C33 -2.747 -1.492 -4.661
C34 1.209 -3.561 -1.345
C35 -0.128 3.899 -0.966
C36 0.871 -2.036 2.738
C37 4.676 0.834 -2.020
C38 4.426 -3.068 0.296
C39 1.012 3.989 0.049
C40 1.572 -2.565 4.013
C41 -1.573 -1.215 -3.968
C42 5.939 -1.287 0.793
C43 1.198 3.705 -5.539
C44 4.631 -1.773 0.538
C45 -3.543 2.589 -1.914
C46 4.654 2.125 -2.418
C47 -0.080 1.225 5.960
C48 -2.665 -2.602 -0.987
C49 2.277 0.649 -2.429
C50 1.017 7.725 3.086
C51 0.303 4.497 -4.835
C52 -0.458 4.600 1.935
C53 -0.433 -1.917 -4.264
C54 1.723 -4.036 -2.556
C55 -1.654 -3.318 -5.862
C56 -0.866 3.938 -4.392
C57 -0.069 5.595 3.017
C58 -1.416 0.568 4.151
H1 0.958 1.612 6.186
H2 0.710 -3.045 4.536
H3 -3.311 -4.320 3.962
H4 -0.540 -0.744 -0.816
H5 2.321 -3.329 3.802
H6 -3.635 -2.851 -6.142
H7 0.465 5.516 -4.766
H8 -2.407 -3.496 1.582
H9 -6.017 0.845 0.392
H10 -0.585 -1.115 5.078
H11 3.922 -1.177 3.888
H12 0.938 -6.499 0.457
H13 -2.533 -5.759 3.364
H14 0.381 8.232 3.794
H15 0.987 5.683 -2.191
H16 -4.749 -1.395 -0.161
H17 3.904 2.484 0.089
H18 0.362 -3.595 -5.292
H19 -1.622 4.498 -3.855
H20 -0.945 3.248 -0.657
H21 -2.155 -4.642 -0.447
H22 0.844 -0.154 3.358
H23 1.351 8.541 2.465
H24 2.334 -5.812 -3.668
H25 -0.806 5.834 3.864
H26 -3.798 -5.113 2.434
H27 -1.632 0.919 3.188
H28 -2.703 -4.441 -2.233
H29 -5.686 0.014 -2.077
H30 -1.627 -2.382 -1.090
H31 3.894 -0.988 0.586
H32 7.689 -4.171 0.412
H33 1.754 3.236 -0.121
H34 -0.756 1.893 6.488
H35 -0.619 0.057 1.541
H36 1.930 2.483 2.039
H37 -6.056 0.546 4.223
H38 -2.790 3.092 -2.578
H39 1.877 -3.333 -3.343
H40 1.629 -1.713 2.010
H41 0.446 -1.795 -3.668
H42 3.877 -0.802 5.537
H43 -2.274 0.624 4.814
H44 -4.933 -0.886 4.553
H45 5.312 -4.963 0.255
H46 -4.002 -6.192 0.366
H47 -1.643 -1.481 3.670
H48 0.966 -2.487 -1.175
H49 1.890 7.338 3.536
H50 1.721 1.656 -6.200
H51 4.251 1.592 3.040
H52 -2.379 -1.426 0.531
H53 0.875 0.123 -0.194
H54 -0.447 0.797 -5.550
H55 1.635 4.922 -0.007
H56 5.571 2.762 -2.402
H57 -5.545 -5.996 -0.482
H58 -0.566 6.475 -2.817
H59 -0.333 0.216 6.333
H60 1.333 2.343 -3.184
H61 3.941 0.435 1.750
H62 0.231 2.785 1.510
H63 0.240 3.446 -1.912
H64 -1.527 -0.501 -3.174
H65 -0.870 5.289 1.141
H66 3.397 3.695 -3.166
H67 3.449 -3.495 0.147
H68 5.599 0.326 -1.843
H69 -4.880 -2.777 0.988
H70 -3.742 -1.694 2.693
H71 6.188 -0.274 1.068
H72 3.825 3.433 1.431
H73 -1.642 -4.200 -6.514
H74 -0.345 1.155 -1.115
H75 -4.317 0.666 3.954
H76 0.573 -3.934 0.569
H77 -3.583 -0.912 -4.306
H78 0.348 6.902 -1.210
H79 0.853 5.275 3.537
H80 -4.061 -6.427 -1.406
H81 1.930 -7.366 -1.808
H82 8.050 -1.760 0.575
H83 0.232 -2.950 2.447
H84 -3.529 -0.246 1.851
H85 -1.194 3.949 2.343
H86 -3.238 -1.938 -1.667
H87 3.965 -2.547 4.851
H88 -2.088 2.220 -4.458
H89 1.432 0.054 -2.455
H90 -4.156 1.234 -3.463
H91 -2.986 3.828 -0.307
H92 3.597 -0.973 -1.810
H93 5.317 2.499 1.153
H94 -4.863 2.754 1.166
H95 2.156 4.127 -5.899

Atomic partial charges in e from the Mulliken method, atoms 1 to 4: -0.5367 -0.3762 -0.2172 -0.2655



# 2
# C5H9NO

An isolated molecule of C5H9NO (ωB97M-V/def2-TZVPD, OMol25).

Output
calculated total energy = -8864.3862 eV
LUMO energy (spin up / spin down) = 0.0114 / 0.0114 hartree
relative energy (zero: lowest compared OMol25 entry of this formula, charge and spin) = 465.7 kJ/mol

Cartesian coordinates (Å):
O1 -0.808 -1.468 1.768
N1 0.508 -1.268 -0.969
C1 -1.262 1.646 0.460
C2 -0.800 0.293 -0.073
C3 -0.385 -0.775 0.927
C4 1.546 -1.437 -0.094
C5 0.312 0.170 -1.101
H1 -2.158 1.561 1.085
H2 -1.537 2.241 -0.420
H3 -0.006 0.504 -2.091
H4 2.509 -0.932 -0.294
H5 1.207 -0.800 0.971
H6 1.181 0.781 -0.797
H7 -1.658 -0.205 -0.540
H8 -0.491 2.193 1.007
H9 1.690 -2.471 0.237

Atomic partial charges in e from the Mulliken method, atoms 1 to 4: -0.4045 -0.6911 -1.3638 0.7052



# 3
# C27H54O13

A cluster of 7 separate species, C27H54O13 in total (ωB97M-V/def2-TZVPD, OMol25).

Output
calculated total energy = -55481.0897 eV
LUMO energy = 0.0166 hartree
relative energy (zero: lowest compared OMol25 entry of this formula, charge and spin) = 1201.3 kJ/mol

Cartesian coordinates (Å):
O1 56.819 40.987 9.872
O2 47.750 40.253 12.690
O3 53.776 43.786 18.855
O4 50.153 43.455 17.225
O5 50.997 43.474 15.091
O6 56.938 39.331 8.433
O7 44.261 46.500 10.908
O8 52.608 39.664 16.878
O9 50.911 39.357 15.445
O10 49.659 47.169 16.266
O11 46.750 41.725 14.074
O12 56.135 43.729 18.403
O13 46.199 46.974 11.982
C1 57.439 40.412 8.863
C2 48.944 40.992 12.597
C3 50.168 46.908 17.497
C4 55.516 40.671 10.232
C5 52.148 39.501 15.787
C6 54.921 44.215 18.427
C7 46.125 47.227 9.717
C8 49.966 43.559 16.015
C9 58.728 40.920 8.567
C10 55.182 41.642 11.501
C11 53.148 43.712 14.255
C12 49.139 46.439 18.567
C13 48.646 43.810 15.394
C14 45.663 46.632 13.290
C15 52.305 41.887 19.411
C16 53.703 42.467 19.136
C17 45.467 39.768 13.320
C18 51.558 47.210 17.696
C19 52.319 43.355 15.465
C20 49.831 39.617 16.315
C21 50.072 40.110 12.105
C22 53.051 39.265 14.588
C23 46.711 40.609 13.322
C24 45.956 45.126 13.400
C25 48.702 38.678 16.037
C26 54.854 45.646 17.754
C27 45.434 46.869 10.844
H1 48.792 37.676 16.342
H2 52.100 41.848 18.413
H3 46.871 44.871 13.032
H4 54.858 41.037 9.394
H5 46.581 48.075 9.886
H6 52.762 39.110 13.584
H7 50.942 40.531 11.878
H8 52.985 44.650 14.032
H9 49.393 40.753 16.337
H10 52.295 41.012 19.888
H11 47.854 39.016 16.426
H12 50.151 39.352 12.873
H13 48.765 42.021 12.199
H14 54.195 42.226 20.070
H15 45.493 47.394 8.879
H16 58.873 40.602 7.467
H17 51.820 46.246 17.901
H18 44.579 46.901 13.265
H19 54.096 41.735 11.829
H20 47.069 46.578 9.503
H21 53.999 45.685 17.014
H22 59.593 40.575 9.142
H23 51.861 47.644 16.696
H24 54.196 43.502 14.254
H25 51.965 42.440 20.117
H26 52.556 42.527 16.010
H27 55.838 41.328 12.436
H28 45.425 39.449 14.232
H29 48.578 47.089 19.005
H30 45.142 44.539 12.738
H31 48.026 43.094 15.478
H32 55.506 42.677 11.166
H33 49.749 45.940 19.225
H34 55.267 39.593 10.517
H35 53.753 40.180 14.617
H36 49.834 39.701 11.164
H37 54.403 46.217 18.387
H38 48.036 44.617 15.592
H39 48.551 38.630 15.021
H40 54.146 41.907 18.251
H41 45.878 44.865 14.400
H42 53.636 38.455 14.812
H43 45.492 39.017 12.482
H44 49.188 41.417 13.555
H45 46.037 47.241 14.115
H46 52.588 43.068 13.415
H47 48.610 43.908 14.173
H48 58.824 42.034 8.399
H49 48.556 45.444 18.130
H50 44.512 40.308 13.046
H51 55.785 45.924 17.372
H52 52.493 44.266 16.168
H53 51.453 47.792 18.618
H54 50.145 39.411 17.479

Atomic partial charges in e from the Mulliken method, atoms 1 to 4: -0.2185 -0.2876 -0.2199 -0.5919